No. 1
C58H136ClN2O6P3 | wB97M-V/def2-TZVPD

XYZ file:
```
206
Properties=species:S:1:pos:R:3:lowdin_charge:R:1
H -15.6855 19.0076 9.4374 0.109
H -6.8511 5.9450 7.4852 0.116
C -5.9119 14.9228 6.0100 -0.089
H -16.9495 18.5171 7.4320 0.069
H -9.7427 15.7049 6.1947 0.099
C -5.6128 16.3563 6.6302 -0.179
O -10.1629 11.6553 7.7636 -0.356
H -6.9864 9.2983 6.7788 0.089
C -11.5206 16.8854 6.4069 -0.243
H -8.1608 6.9188 6.6571 0.101
C -1.0419 18.2081 8.7312 -0.219
H -15.5829 12.3568 6.4657 0.095
O -9.8457 9.9573 10.7696 -0.081
C -1.0558 7.0610 5.7981 -0.066
C -4.9095 11.3317 8.3032 -0.196
C -9.5517 7.7778 11.6896 -0.091
H -8.8396 7.1258 12.1954 0.140
H -13.0013 9.4634 6.5822 0.128
H -6.8751 4.4781 5.4637 0.081
H -4.2598 10.5827 8.7558 0.087
C -9.7204 18.3720 9.0138 -0.253
H -8.9032 14.9621 3.2774 0.075
H -3.0063 17.1080 7.0906 0.099
C -5.7652 10.3189 4.2409 -0.242
H 1.4360 14.1771 9.8977 0.060
P -11.8042 16.8677 8.2147 1.054
C -5.4256 10.2982 1.7477 -0.260
H -11.7735 5.2420 11.2444 0.111
H -5.7011 8.4412 7.6718 0.083
H -14.9555 9.2737 4.3514 0.108
H -11.5367 16.0482 3.6295 0.109
H -4.1797 15.2182 7.9841 0.066
C -3.1922 17.8668 10.8832 -0.224
H -5.9165 9.3251 1.7348 0.102
C -0.4964 13.9027 11.1247 -0.202
C -9.8401 14.6014 3.7018 -0.100
H -1.2799 7.4135 7.9535 0.111
C -10.7594 15.6539 5.8050 -0.226
Cl -8.9676 12.3737 7.7760 0.621
C 0.0720 17.5735 7.8522 -0.266
H -2.7233 9.9485 5.2374 0.105
C -4.4598 12.5766 10.5352 -0.100
H -6.1361 16.7354 12.5365 0.110
H -4.9112 16.7900 5.9176 0.088
H -10.8026 16.9523 10.2901 0.099
H -10.1691 8.0820 12.5347 0.137
H -5.6418 13.2854 8.9265 0.094
H -4.0209 18.2328 7.9645 0.100
H -12.5669 13.0081 10.5042 0.108
C -3.5811 17.2364 8.0078 -0.256
H -12.1042 8.3128 10.8581 0.111
H -3.8152 9.9388 3.0834 0.101
H -4.5669 18.4488 13.7355 0.074
H -6.2299 18.7766 13.7885 0.082
H -16.3177 19.9861 6.7425 0.077
H 1.5071 14.8480 11.4787 0.074
H -0.3831 16.2212 11.0480 0.101
C -6.0889 8.6872 6.6833 -0.214
H -14.7940 17.3522 7.5474 0.106
H -8.4153 8.6478 10.0719 0.115
H -4.6698 13.4960 11.0817 0.064
C -7.1858 6.4387 6.5729 -0.281
H -11.0983 14.6624 6.1051 0.083
H -1.3364 14.9531 8.9231 0.111
C -13.0475 18.1728 8.6434 -0.253
C -4.7179 12.7198 9.0478 -0.241
C -7.7653 19.9776 9.5860 -0.079
H -13.2543 9.4410 4.1230 0.112
H -3.4440 12.2398 10.7418 0.073
C -6.2479 7.3427 5.9085 -0.272
H -11.1329 8.2668 9.3549 0.088
H -3.6893 11.7534 6.6623 0.103
H -15.0486 12.0826 8.7768 0.057
H -0.3157 16.6956 7.3353 0.111
H -10.2926 5.1515 12.1637 0.117
H -9.3064 6.7950 9.0620 0.086
O -8.2589 12.2071 6.4999 -0.359
H -12.4474 16.8136 5.8376 0.101
P -2.4128 17.1838 9.3926 1.022
H -0.2008 6.3973 5.9272 0.077
H 2.8477 17.2079 7.1778 0.084
C -15.5307 11.6252 5.6594 0.040
H -13.1035 12.4107 4.4446 0.110
O -15.1254 11.1305 8.6815 -0.036
C -10.6756 15.7758 4.2398 -0.233
C -13.8554 13.6976 12.0742 -0.058
C -10.3278 17.0031 9.3103 -0.228
H 1.5312 13.1028 11.3114 0.072
H -0.8514 8.8181 7.1401 0.104
H -8.6173 18.4818 10.9384 0.108
H 1.4904 17.7491 9.3700 0.133
C -1.5179 7.9613 7.0417 -0.240
H -10.2062 5.2026 9.4626 0.113
C -4.7137 11.3887 6.7366 -0.252
H 1.9362 15.7117 7.0880 0.084
C -6.5810 11.2945 1.4727 -0.095
H -0.6989 7.6075 4.9251 0.067
C -13.3774 13.7360 10.5428 -0.243
H -13.0524 12.6682 6.2039 0.074
H -8.1321 9.4539 11.6464 0.138
H -3.4006 8.3200 4.9517 0.093
H -0.5897 18.5447 9.6641 0.092
H -13.1605 11.7151 8.1477 0.103
C -16.5908 19.5145 7.6864 -0.100
C -12.3767 15.1363 8.6546 -0.244
C 1.0843 14.0152 10.9166 -0.082
C -8.4455 18.5861 9.8671 -0.251
P -4.9204 9.9042 5.7836 1.035
H -8.6132 20.6359 9.3968 0.071
C -4.2038 16.8892 11.5690 -0.221
H -5.2287 12.2509 6.3129 0.066
H -11.5334 14.5023 8.3809 0.061
H -11.8252 15.1592 10.7288 0.106
H -8.8066 5.6177 10.3216 0.110
H -9.4040 18.5738 7.9904 0.112
H -10.9401 17.8072 6.3707 0.093
H -5.3350 6.8391 5.5904 0.125
H -13.1512 14.7707 7.9804 0.081
H -0.7868 13.3516 12.0191 0.105
H -14.5102 10.7188 3.5717 0.101
H -4.3893 11.5755 3.0441 0.115
H -14.8905 20.2827 8.7570 0.114
C 1.1659 17.0530 8.5966 -0.330
H -1.5744 19.0288 8.2506 0.100
N -10.4672 6.8550 10.8523 -0.320
H -1.9704 6.5419 5.5115 0.061
H -6.2525 17.7803 11.2735 0.066
H -4.7700 10.1818 0.8847 0.119
O -9.0642 13.7491 8.1261 -0.345
C -11.0644 5.8391 11.8177 0.022
H -5.4777 16.2607 8.7883 0.093
H -3.7225 16.4287 12.4318 0.110
C -1.8582 15.4821 9.7205 -0.274
H -17.3770 20.0598 8.2085 0.086
C -11.5989 7.6689 10.1382 0.032
H -2.7975 14.9353 9.8033 0.059
H -4.6714 16.0958 10.9860 0.080
H -13.3527 17.9610 9.6681 0.092
C -4.7536 16.1448 7.9818 -0.187
H -3.5698 7.7209 7.4107 0.109
H -8.5626 4.8418 5.8667 0.072
H 0.5535 18.1849 7.0890 0.135
H -12.2457 6.9577 9.6244 0.104
C -14.3235 18.3091 7.7734 -0.224
H -5.8687 10.9383 8.6395 0.081
H -9.6855 13.8569 4.4828 0.051
O -8.3092 11.7233 8.8986 -0.384
H -7.6401 5.6747 4.5988 0.072
H -6.3603 11.1986 4.4864 0.082
H 0.7034 16.2062 9.1038 0.069
H -11.9898 11.4925 5.5871 0.100
C -1.0493 15.3591 11.0133 -0.238
H -14.2420 12.6803 12.1351 0.070
C -13.8165 10.8450 8.1735 -0.220
H -16.3357 10.9031 5.7960 0.116
H -9.4933 10.6367 10.1901 0.039
H -5.0862 14.5042 5.4344 0.076
H -6.9147 14.7032 5.6436 0.056
C -14.1577 10.0160 4.3266 0.016
H -2.4796 18.2547 11.6111 0.112
H -10.1163 16.6791 3.9961 0.104
H -15.7074 12.0776 4.6836 0.104
H -14.7533 9.3428 6.8211 0.137
H -3.8679 13.2493 8.6176 0.079
H -6.0203 14.2834 6.8860 0.024
H -14.6893 14.3770 12.2505 0.071
C -8.8657 8.9494 11.0176 -0.199
C 2.3053 16.4740 7.7740 -0.072
H -7.6595 17.8373 9.7686 0.070
H -1.6426 15.4137 11.9261 0.102
H -5.0515 19.5563 12.5970 0.070
H -7.2486 11.5306 2.3013 0.055
H -10.2675 14.0693 2.8520 0.069
C -9.6502 6.0754 9.8050 0.023
H -7.3292 10.9569 0.7556 0.078
H -6.4892 17.0011 6.6972 0.096
H -6.1271 12.2335 1.1558 0.078
C -3.2864 9.1254 5.6773 -0.249
H -7.0487 20.0112 8.7654 0.066
C -2.9071 8.5068 7.0483 -0.257
H -10.4187 19.1829 9.2206 0.104
H -13.4259 15.8621 10.4908 0.109
H -12.4749 19.0976 8.5731 0.093
H -0.8070 13.2178 10.3356 0.089
C -5.4133 18.6476 13.0781 -0.090
C -12.7559 15.0647 10.1694 -0.261
H -11.5304 6.4287 12.6073 0.115
N -14.1334 10.9141 5.5992 -0.299
H -13.3327 10.1780 8.8871 0.115
H -5.0506 11.8517 11.0953 0.077
C -15.2849 19.3081 8.4693 -0.256
H -3.7219 18.7626 10.5591 0.099
C -12.9753 11.9238 5.4113 0.018
H -2.9829 9.2082 7.8791 0.094
H -7.1833 20.4374 10.3847 0.068
C -5.5395 17.5083 12.0519 -0.256
H 3.0995 16.1511 8.4471 0.084
C -7.5973 5.2806 5.6142 -0.091
H -6.6641 7.6474 4.9483 0.098
H -14.1833 13.6443 9.8146 0.089
H -6.5653 9.6250 3.9834 0.094
C -13.8931 10.0085 6.8916 -0.040
C -4.7251 10.5387 3.0674 -0.217
H -13.1333 14.0716 12.8000 0.079
H -9.6838 16.1501 9.0966 0.096
H -13.9510 18.4850 6.7642 0.102
```

Summary:
- DFT total energy: -117962.9162 eV
- Net charge: +4
- F_max: 4.57 eV/A



No. 2
C23H27N5O4S | wB97M-V/def2-TZVPD

XYZ file:
```
60
Properties=species:S:1:pos:R:3:lowdin_charge:R:1
C 0.3148 -0.6349 1.1218 -0.205
O -0.3287 -4.5496 -2.4016 0.105
O -0.8632 -2.6702 2.8990 0.071
H 2.8073 -5.4157 -4.7074 0.083
H -1.7777 -2.6915 -6.7209 0.086
H -0.8946 -0.4539 2.8785 0.101
H -1.2847 5.9476 6.0376 0.097
C -0.3737 7.9638 1.4525 -0.089
H -0.1752 6.2827 0.1312 0.100
H -0.9906 -4.2595 -6.8468 0.077
H -0.0240 -2.7677 -6.9937 0.096
C -0.3366 5.4505 5.8098 -0.083
H -0.4954 7.7909 4.8176 0.102
C -0.1445 -2.9209 1.9589 -0.532
C 0.1919 -4.3658 1.5790 -0.336
C -0.4243 7.4483 3.7974 -0.031
C -0.2060 5.6775 2.1703 -0.143
C 0.0601 -4.3049 -1.1392 -0.664
N -0.7142 -3.2530 -5.0372 -0.225
H 1.2775 1.9621 -0.8281 0.119
C 0.9262 0.0510 0.0711 -0.005
H -0.0704 -5.0179 2.4111 0.086
H 0.4951 6.0966 6.1077 0.098
H -0.0381 -1.2388 -4.8579 0.098
C 0.5440 -3.8658 -4.6146 -0.281
C -0.2460 6.6174 1.1522 -0.006
C 0.0419 3.6239 0.7837 -0.414
C 0.6845 -5.3163 -5.1020 -0.196
O 0.1027 4.1462 -0.3126 0.074
H -0.2218 -5.8591 -4.8287 0.124
C 0.1231 2.1437 0.9539 -0.138
C -0.2976 6.1009 3.5121 -0.207
H -0.8176 -1.9260 -3.4208 0.081
H -0.0620 3.7730 2.8168 0.124
H 0.7782 -5.3195 -6.1874 0.105
C 0.8210 1.4216 -0.0129 -0.009
C 1.9115 -5.9999 -4.5080 -0.086
C 0.5910 -3.8672 -3.1282 -0.349
N -0.0845 4.3044 1.9572 0.151
H 1.4741 -0.5029 -0.6779 0.110
H 1.8198 -6.1218 -3.4312 0.072
H -1.0850 1.9754 2.7309 0.115
H -0.5608 9.4254 3.0051 0.100
C -0.8719 -3.2436 -6.4788 -0.095
N 0.4534 -2.0234 1.1420 0.124
O -0.2533 5.0967 4.4515 -0.100
N 1.4528 -3.2768 -2.3732 0.128
S -0.8250 -4.9673 0.1811 1.043
H -1.7993 -1.4972 -4.8189 0.088
H -0.4037 8.6868 0.6521 0.101
C -0.4952 1.4520 1.9920 -0.018
H -0.2796 4.5134 6.3618 0.095
H 1.0005 -2.4050 0.3662 0.087
C -0.4047 0.0758 2.0787 0.004
H 1.2375 -4.4883 1.3029 0.085
H 1.4193 -3.2766 -4.9519 0.163
C -0.8400 -1.9063 -4.5089 -0.083
C -0.4617 8.3773 2.7665 -0.095
H 2.0364 -6.9861 -4.9483 0.075
N 1.1223 -3.5523 -1.0929 0.022
```

Summary:
- ΔE to the lowest compared entry with this formula, charge and spin: 29.6 kcal/mol
- F_max: 1.49 eV/A
- SMILES: CC[C@H](c1nnc(SCC(=O)Nc2ccc(C(=O)Nc3ccccc3OC)cc2)o1)N(C)C



No. 3
C19H23Cl2EuNS | wB97M-V/def2-TZVPD

XYZ file:
```
47
Properties=species:S:1:pos:R:3:lowdin_spin:R:1
C 3.7660 1.7028 3.4768 0.000
H 4.0549 1.4736 -0.3963 0.000
H -1.3059 -0.5446 -1.7661 -0.001
C 2.1613 -4.1626 2.8141 0.000
H -0.0853 -2.1440 1.2419 0.000
C 3.3314 -3.4463 2.5370 0.000
C -2.3612 -0.1498 -2.1489 -0.078
C -2.5909 -0.7324 -3.5208 -0.010
H -2.1766 1.1811 -4.4749 0.000
H 0.0189 -4.2486 2.5183 0.000
S 1.8953 -0.2306 0.4008 0.001
C -4.2399 1.0343 -3.9149 -0.002
C -3.4710 0.5681 -1.5259 -0.019
C 2.0431 -1.7962 1.3020 0.000
Cl -1.1221 3.2421 -1.2206 -0.011
Eu -1.5235 1.0165 -0.0042 6.471
C 0.8867 -2.5311 1.5581 0.000
C -3.8118 1.4078 -0.1226 -0.265
C 4.7227 2.4737 2.8145 0.000
N 0.4370 0.3361 0.6649 -0.015
H -4.7405 2.1024 -2.0679 -0.003
H 4.2889 -3.7877 2.9381 0.000
H -3.9093 2.5111 -0.0950 -0.011
H 5.6021 2.9754 0.8894 0.000
H 2.1690 0.2613 3.2745 0.000
H 5.3721 3.1595 3.3697 0.000
H -3.3716 -1.4486 -3.2454 -0.004
H -4.6538 1.7658 -4.6128 0.000
H 4.1834 -1.6888 1.5957 0.000
H -3.0879 0.0555 -5.5149 0.000
H -4.2221 0.9377 0.7788 -0.013
C 4.8514 2.3750 1.4245 0.000
H -4.3571 -0.3099 -1.4365 -0.019
H 3.6609 1.7843 4.5626 0.000
C 3.0406 0.7634 1.3587 0.000
C 0.9422 -3.7076 2.3084 0.000
C 2.9212 0.8434 2.7505 0.000
Cl -2.4622 -1.0974 1.3224 -0.011
C 4.0117 1.5414 0.6972 0.000
H -1.7654 -1.3337 -3.9522 0.001
C -2.9835 0.4104 -4.4814 -0.003
C -3.8694 1.6636 -2.5387 -0.006
C 3.2817 -2.2730 1.7786 0.000
H -5.0182 0.2813 -3.7461 -0.001
H 0.3640 0.3462 1.6833 0.000
H -3.0887 2.4834 -2.6990 0.000
H 2.2112 -5.0645 3.4247 0.000
```

Summary:
- Multiplicity: 7
- ΔE to the lowest compared entry with this formula, charge and spin: 74.7 kcal/mol
- Net charge: -1
- F_max: 5.92 eV/A



No. 4
C3H6N4O | wB97M-V/def2-TZVPD

XYZ file:
```
14
Properties=species:S:1:pos:R:3:lowdin_charge:R:1
O -2.0505 -1.0229 -0.1544 -0.031
H -2.7975 -0.4042 -0.0895 0.115
H 1.3003 0.5614 -2.0115 0.046
H -0.3901 0.6417 -1.4794 0.102
H 0.4209 -0.8572 -2.1963 0.096
N 0.1832 0.4279 2.1990 0.125
N 3.1379 0.3432 1.0528 0.125
N 1.0972 -0.2887 -0.1891 -0.023
C -0.3206 -0.1081 1.0803 -0.223
H 0.1715 0.0213 3.0942 0.099
C 2.2072 0.0694 0.4130 -0.400
N -1.4515 -0.5922 0.9830 0.002
C 0.5669 0.0221 -1.5111 -0.102
H 1.0954 0.8554 2.1719 0.068
```

Summary:
- ΔE to the lowest compared entry with this formula, charge and spin: 124.9 kcal/mol
- F_max: 4.71 eV/A



No. 5
C6H12O | wB97M-V/def2-TZVPD

XYZ file:
```
19
Properties=species:S:1:pos:R:3:lowdin_charge:R:1
C -2.2754 0.0600 -0.4448 -0.114
O 0.6052 -1.3325 -2.0593 -0.079
H 2.3851 0.2786 -0.8413 0.147
C 1.6104 -0.7104 1.0671 -0.073
H 2.5992 -0.9561 1.4481 0.107
C 0.1188 0.8356 0.2197 -0.170
H 1.8277 1.5383 1.5987 0.126
H -2.4682 0.9968 -0.9825 0.073
H -3.2372 -0.2932 -0.0542 0.072
C 1.2729 0.7529 1.1332 -0.203
H -1.8974 -0.6800 -1.1535 0.062
H -1.1127 -0.6864 1.2111 0.100
H -0.0558 1.8055 -0.2627 0.136
H -1.6913 0.9458 1.4201 0.118
C -1.2544 0.2536 0.6706 -0.220
C 1.5354 0.1323 -0.1539 -0.187
H 0.7472 -0.6653 -2.7398 0.043
H 0.8688 -1.4958 1.2087 0.098
H 0.4220 -0.7799 -1.2854 -0.037
```

Summary:
- ΔE to the lowest compared entry with this formula, charge and spin: 71.3 kcal/mol
- F_max: 1.16 eV/A
- SMILES: CC[C@H]1[C@H]2C[C@@H]12.O